ORCA calculation (ωB97M-V/def2-TZVPD) on an isolated ion of composition C3H2NO6S and charge -1 at a distorted geometry.

- ΔE to the lowest compared entry with this formula, charge and spin (kJ/mol) = 644.59
- structure (SMILES) = C=[S@@](=O)([O-])O/[N+]([O-])=c1/oc1=O
- 2S+1 = 1
- charge = -1

Structure (XYZ):
```
13
C3H2NO6S, DFT ωB97M-V/def2-TZVPD
C -2.5161 0.2885 0.4181
S -1.1049 1.0419 -0.0213
O -1.2897 2.2532 -0.7744
O -0.0947 1.0543 1.0090
O -0.1852 -0.0299 -1.3054
N 0.4463 -0.9684 -0.6321
O -0.1062 -2.0563 -0.4465
C 1.6734 -0.6826 -0.3089
O 2.5413 -1.3331 0.6805
C 2.6745 -0.0129 0.3726
O 3.3951 0.8900 0.5959
H -3.1513 0.2198 -0.4491
H -2.2825 -0.6644 0.8616
```

Taken from the Löwdin analysis, the atomic charges in e are: number 1, C, carries -0.253; number 2, S, carries 0.599; number 3, O, carries -0.341; number 4, O, carries -0.326; number 5, O, carries -0.144; number 6, N, carries -0.364; number 7, O, carries 0.025; number 8, C, carries -0.063; number 9, O, carries 0.161; number 10, C, carries -0.439; number 11, O, carries 0.163; number 12, H, carries -0.007; number 13, H, carries -0.010

ORCA calculation (ωB97M-V/def2-TZVPD) on C3H2NOPS in the gas phase at a distorted geometry.

- ΔE to the lowest compared entry with this formula, charge and spin (kJ/mol) = 446.81
- 2S+1 = 1

Structure (XYZ):
```
9
C3H2NOPS, DFT ωB97M-V/def2-TZVPD
C -1.5543 1.1444 -0.1169
C 1.2149 0.4242 0.6877
C -0.9702 -0.0732 -0.1051
N -2.0342 2.1835 -0.1032
O 1.1519 -1.1809 -1.2744
P 0.5450 -0.9792 0.0620
S -1.4681 -1.6539 0.4828
H 1.3077 0.6249 1.8203
H 1.8074 -0.4899 -1.4533
```

Taken from the Löwdin analysis, the atomic charges in e are: number 1, C, carries -0.345; number 2, C, carries -0.089; number 3, C, carries -0.707; number 4, N, carries 0.163; number 5, O, carries -0.191; number 6, P, carries 0.359; number 7, S, carries 0.700; number 8, H, carries 0.009; number 9, H, carries 0.102

ORCA calculation (ωB97M-V/def2-TZVPD) on C3H2NP in the gas phase at a distorted geometry.

- ΔE to the lowest compared entry with this formula, charge and spin (kJ/mol) = 457.33
- 2S+1 = 1

Structure (XYZ):
```
7
C3H2NP, DFT ωB97M-V/def2-TZVPD
C 0.9502 0.8778 -0.1321
C -2.0518 -0.7083 0.0368
C 2.0132 0.0623 0.0040
N 2.9955 -0.5589 0.1081
P -0.7499 0.4218 0.0112
H -1.3548 1.6692 -0.0226
H -1.8023 -1.7639 -0.0055
```

Taken from the Löwdin analysis, the atomic charges in e are: number 1, C, carries -0.225; number 2, C, carries -0.185; number 3, C, carries -0.403; number 4, N, carries 0.175; number 5, P, carries 0.763; number 6, H, carries -0.051; number 7, H, carries -0.073

ORCA calculation (ωB97M-V/def2-TZVPD) on C3H2NS2 as an isolated structure at a distorted geometry.

- ΔE to the lowest compared entry with this formula, charge and spin (kJ/mol) = 179.41
- 2S+1 = 1
- charge = -1

Structure (XYZ):
```
8
C3H2NS2, DFT ωB97M-V/def2-TZVPD
C -0.0795 -0.4527 0.8095
C 1.2119 -0.1301 -0.9193
C -0.8644 0.4338 0.1517
N 1.0914 -0.7651 0.1928
S -2.9662 1.1271 0.9086
S -0.1250 0.9240 -1.3167
H -0.3179 -0.9104 1.7529
H 2.0498 -0.2266 -1.5795
```

Taken from the Löwdin analysis, the atomic charges in e are: number 1, C, carries -0.357; number 2, C, carries -0.547; number 3, C, carries -0.782; number 4, N, carries -0.066; number 5, S, carries -0.232; number 6, S, carries 0.868; number 7, H, carries 0.079; number 8, H, carries 0.038

ORCA calculation (ωB97M-V/def2-TZVPD) on a 2-piece molecular cluster, C3H2O overall at a distorted geometry.

- ΔE to the lowest compared entry with this formula, charge and spin (kJ/mol) = 496.62
- 2S+1 = 1

Structure (XYZ):
```
6
C3H2O, DFT ωB97M-V/def2-TZVPD
C 1.7415 0.2347 -0.0906
C 2.9048 -0.2674 -0.2126
C 0.8190 1.1001 -0.2119
O -1.4126 -0.2568 0.1465
H -2.1704 0.2155 0.0588
H -1.8823 -1.0260 0.3099
```

Taken from the Löwdin analysis, the atomic charges in e are: number 1, C, carries -0.346; number 2, C, carries 0.168; number 3, C, carries 0.181; number 4, O, carries -0.011; number 5, H, carries -0.007; number 6, H, carries 0.015

ORCA calculation (ωB97M-V/def2-TZVPD) on a 2-piece molecular cluster, C3H2O2 overall at a distorted geometry.

- ΔE to the lowest compared entry with this formula, charge and spin (kJ/mol) = 122.90
- 2S+1 = 1

Structure (XYZ):
```
7
C3H2O2, DFT ωB97M-V/def2-TZVPD
C 0.8372 -0.0764 0.1747
C -0.7364 1.4026 -0.0951
C -0.0229 -1.0386 0.0271
O -0.8346 -1.8132 -0.2682
O -1.8219 0.9408 -0.0982
H 1.4881 0.2479 -0.7832
H 1.0905 0.3368 1.0429
```

Taken from the Löwdin analysis, the atomic charges in e are: number 1, C, carries -0.089; number 2, C, carries -0.009; number 3, C, carries -0.295; number 4, O, carries 0.200; number 5, O, carries -0.002; number 6, H, carries 0.168; number 7, H, carries 0.026

ORCA calculation (ωB97M-V/def2-TZVPD) on C3H2O2Pd as an isolated structure at a distorted geometry.

- ΔE to the lowest compared entry with this formula, charge and spin (kJ/mol) = 160.86
- 2S+1 = 3
- charge = +2

Structure (XYZ):
```
8
C3H2O2Pd, DFT ωB97M-V/def2-TZVPD
O 0.2503 1.0124 -0.6052
O 0.6101 -0.7500 0.5072
C -0.9884 0.5169 -0.2817
C -0.7653 -0.6288 0.3957
C 1.1743 0.2967 -0.0138
H -1.3667 -1.1749 1.1159
Pd 2.7819 0.5499 -0.0031
H -1.6963 0.1778 -1.1149
```

Taken from the Löwdin analysis, the atomic charges in e are: number 1, O, carries 0.173; number 2, O, carries 0.177; number 3, C, carries 0.182; number 4, C, carries 0.217; number 5, C, carries -0.508; number 6, H, carries 0.212; number 7, Pd, carries 1.293; number 8, H, carries 0.253

ORCA calculation (ωB97M-V/def2-TZVPD) on a 2-piece molecular cluster, C3H2O2S overall at a distorted geometry.

- ΔE to the lowest compared entry with this formula, charge and spin (kJ/mol) = 39.79
- structure (SMILES) = C=C=O.O=C=S
- 2S+1 = 1

Structure (XYZ):
```
8
C3H2O2S, DFT ωB97M-V/def2-TZVPD
C -0.6576 -0.1961 -1.2501
C -0.8294 -0.8429 -0.0943
O -1.0864 -1.3019 0.9426
H -1.3368 0.6054 -1.2633
H 0.2005 -0.5292 -1.8431
O 0.3713 1.6622 0.8318
C 1.2140 0.8813 1.1501
S 2.1245 -0.2787 1.5263
```

Taken from the Löwdin analysis, the atomic charges in e are: number 1, C, carries 0.004; number 2, C, carries -0.314; number 3, O, carries 0.153; number 4, H, carries 0.055; number 5, H, carries 0.077; number 6, O, carries 0.064; number 7, C, carries -0.887; number 8, S, carries 0.848

ORCA calculation (ωB97M-V/def2-TZVPD) on C3H2O2Tb as an isolated structure at a distorted geometry.

- ΔE to the lowest compared entry with this formula, charge and spin (kJ/mol) = 16.91
- 2S+1 = 8
- charge = +2

Structure (XYZ):
```
8
C3H2O2Tb, DFT ωB97M-V/def2-TZVPD
O -0.7761 -1.8761 -0.4386
C -1.5099 1.4334 1.0561
C -1.1099 1.7410 -0.0432
H -1.8296 1.1938 2.0555
H -0.7373 2.0366 -1.0089
C 0.3951 -1.8545 -0.5042
O 1.5437 -1.6633 -0.5523
Tb 4.0240 -1.0110 -0.5644
```

Taken from the Löwdin analysis, the atomic charges in e are: number 1, O, carries 0.322; number 2, C, carries 0.006; number 3, C, carries -0.018; number 4, H, carries 0.035; number 5, H, carries 0.020; number 6, C, carries -0.312; number 7, O, carries -0.067; number 8, Tb, carries 2.015

ORCA calculation (ωB97M-V/def2-TZVPD) on C3H2O2Yb as an isolated structure at a distorted geometry.

- ΔE to the lowest compared entry with this formula, charge and spin (kJ/mol) = 30.10
- 2S+1 = 1

Structure (XYZ):
```
8
C3H2O2Yb, DFT ωB97M-V/def2-TZVPD
O 1.1889 -0.9980 0.6175
C 0.2841 0.0062 0.7544
C -0.0427 0.9266 -0.3295
O -0.2452 0.0420 -1.3935
C -1.2112 -0.1045 -0.0903
Yb 0.0178 -2.2729 -0.8455
H 0.0872 0.3930 1.7678
H -0.0790 2.0076 -0.4811
```

Taken from the Löwdin analysis, the atomic charges in e are: number 1, O, carries -0.398; number 2, C, carries -0.494; number 3, C, carries -0.341; number 4, O, carries -0.346; number 5, C, carries -0.104; number 6, Yb, carries 1.443; number 7, H, carries 0.120; number 8, H, carries 0.120

ORCA calculation (ωB97M-V/def2-TZVPD) on C3H2O3 in the gas phase.

- ΔE to the lowest compared entry with this formula, charge and spin (kJ/mol) = 147.55
- structure (SMILES) = O=CC(=O)C=O
- 2S+1 = 1

Structure (XYZ):
```
8
C3H2O3, DFT ωB97M-V/def2-TZVPD
O -0.4860 1.9447 0.2849
C 0.1340 1.0500 0.7980
C 0.5425 -0.1828 -0.0059
O 1.6869 -0.5681 -0.0162
C -0.5368 -0.9195 -0.7976
O -1.7073 -0.7596 -0.5730
H 0.5073 1.0853 1.8391
H -0.1406 -1.6500 -1.5292
```

Taken from the Löwdin analysis, the atomic charges in e are: number 1, O, carries 0.104; number 2, C, carries -0.161; number 3, C, carries -0.295; number 4, O, carries 0.134; number 5, C, carries -0.158; number 6, O, carries 0.106; number 7, H, carries 0.136; number 8, H, carries 0.135

ORCA calculation (ωB97M-V/def2-TZVPD) on C3H2O3Rh as an isolated structure at a distorted geometry.

- ΔE to the lowest compared entry with this formula, charge and spin (kJ/mol) = 184.99
- 2S+1 = 6
- charge = +2

Structure (XYZ):
```
9
C3H2O3Rh, DFT ωB97M-V/def2-TZVPD
C 1.5231 -0.6668 -0.7339
C 0.4858 -0.0888 -1.2412
O -0.6811 0.1852 -1.0970
C -1.1224 -0.1266 1.3874
O -0.2541 -0.7113 1.9291
O -1.7086 0.8412 1.0530
H 2.5445 -0.4282 -1.0224
Rh -2.0530 1.9103 -0.7365
H 1.2657 -0.9149 0.4614
```

Taken from the Löwdin analysis, the atomic charges in e are: number 1, C, carries 0.330; number 2, C, carries 0.042; number 3, O, carries 0.027; number 4, C, carries -0.291; number 5, O, carries 0.283; number 6, O, carries -0.029; number 7, H, carries 0.160; number 8, Rh, carries 1.242; number 9, H, carries 0.235